Below is a cluster of 2 separate species, H2I2O2P in total in a non-equilibrium geometry, with properties calculated with ωB97M-V/def2-TZVPD.

Summary:
HOMO-LUMO gap, eV: 5.710
Calculated total energy, eV: -29610.3560
Total charge: +1
2S+1: 1
LUMO level, eV: -6.58
Highest occupied orbital energy, eV: -12.295
Relative energy (zero: lowest compared OMol25 entry of this formula, charge and spin), kcal/mol: 45.4

Geometry as XYZ:
```
7
Properties=species:S:1:pos:R:3:forces:R:3
O -1.2541 1.0704 -0.8864 2.7202 4.9295 -0.3691
O -1.2589 -0.3662 0.9912 -0.4261 0.1964 -0.4299
P -2.0287 -0.0724 -0.3522 -0.2266 -1.9324 1.8289
I 2.0091 -0.6587 -0.6069 0.1688 -0.0106 -0.0005
I 4.6353 -0.7998 -0.2176 -0.1611 0.0265 -0.0134
H -0.6238 1.8914 -0.5563 -1.9002 -3.0891 -0.9110
H -1.4789 -1.0648 1.6282 -0.1749 -0.1202 -0.1050
```
Forces are in eV/Å.

Atom charges from the natural (NBO) analysis, given in e for atoms 1 to 2:
1. O -1.02
2. O -0.97